# 1
This record from the OMol25 dataset describes a 2-piece molecular cluster, C5H6BrF overall at a distorted geometry. The level of theory is the ωB97M-V functional and the def2-TZVPD basis.

```
! wB97M-V def2-TZVPD RIJCOSX def2/J DEFGRID3
* xyz 0 1
C -1.0774 0.0557 0.9849
C -1.2120 -1.4469 0.8242
C 1.3672 -0.5907 0.1826
C 0.1367 -0.7271 0.6144
C 1.5114 2.7702 -1.2327
F 1.1624 3.2098 -0.0504
Br 2.2759 4.1910 -2.1136
H -1.3997 0.6855 0.1511
H -1.1334 0.5284 1.9286
H -1.4388 -2.2018 1.7287
H -1.6651 -1.8488 -0.1475
H 2.0004 -1.4314 -0.0119
H 1.9462 0.3018 0.1106
*
```

Values from the calculation:
- Relative energy (zero: lowest compared OMol25 entry of this formula, charge and spin): 360.9 kJ/mol
- Gap between HOMO and LUMO: 8.85 eV
- Total energy: -78036.64794 eV
- Molar mass: 165.01 u
- LUMO: -0.71 eV
- HOMO: -9.56 eV

---

# 2
This record from the OMol25 dataset describes one molecule with the formula C4H7ClN4O2S at a distorted geometry. The level of theory is the ωB97M-V functional and the def2-TZVPD basis.

```
! wB97M-V def2-TZVPD RIJCOSX def2/J DEFGRID3
* xyz 0 1
C 0.9260 1.5389 -0.3423
C 0.9819 0.0987 0.0928
C 2.2898 -0.5897 0.0186
N -0.1851 -0.5206 -0.6154
N -0.1570 -1.2139 -1.6758
N -1.2837 -1.6907 -2.0106
N -2.2775 -1.3309 -1.1586
C -1.7947 -0.5550 -0.2528
S -2.4502 0.2110 1.1872
O -1.7603 1.4221 1.3546
O -3.8362 0.1915 1.2736
Cl -1.8036 -1.1795 2.6539
H 1.2544 1.4500 -1.4622
H 1.5895 2.2921 0.2962
H -0.1522 1.8986 -0.5088
H 0.6747 0.1729 1.1232
H 2.9458 -0.1826 0.7016
H 2.7205 -0.3143 -0.9321
H 2.3179 -1.6987 0.2571
*
```

Values from the calculation:
- Gap between HOMO and LUMO: 9.82 eV
- Total energy: -37670.40123 eV
- Molar mass: 210.65 u
- LUMO: -0.94 eV
- HOMO: -10.75 eV

---

# 3
This record from the OMol25 dataset describes one molecule with the formula C5H8N2 at a distorted geometry. The level of theory is the ωB97M-V functional and the def2-TZVPD basis.

```
! wB97M-V def2-TZVPD RIJCOSX def2/J DEFGRID3
* xyz 0 1
C -1.0871 -1.2494 0.2662
C 0.0697 -0.3013 0.1456
C 0.9170 -0.0521 1.3733
N 0.8002 -0.2974 -1.1566
C -0.1664 0.5952 -0.9693
C -0.8722 1.5680 -1.6422
N -0.1669 2.6712 -1.3427
H -1.7371 -0.9382 1.0849
H -0.7097 -2.2544 0.4493
H -1.6780 -1.2330 -0.6556
H 1.2862 -1.0182 1.7379
H 1.7769 0.5907 1.1650
H 0.3144 0.4032 2.1655
H 0.6309 -0.9364 -1.9221
H 0.6221 2.4520 -0.6992
*
```

Values from the calculation:
- Relative energy (zero: lowest compared OMol25 entry of this formula, charge and spin): 536.1 kJ/mol
- Gap between HOMO and LUMO (spin up / spin down): 8.03 / 8.03 eV
- Total energy: -8289.43973 eV
- Molar mass: 96.13 u
- LUMO (spin up / spin down): 0.23 / 0.23 eV
- HOMO (spin up / spin down): -7.80 / -7.80 eV

---

# 4
This record from the OMol25 dataset describes a 2-piece molecular cluster, C3H9NO2S overall at a distorted geometry. The level of theory is the ωB97M-V functional and the def2-TZVPD basis.

```
! wB97M-V def2-TZVPD RIJCOSX def2/J DEFGRID3
* xyz -2 1
C -0.3572 0.7215 -0.1135
C -1.6315 1.3965 0.3535
S -2.1006 2.9381 -0.5931
N 0.0427 -0.3562 0.7956
C 1.2463 -1.1410 0.3873
O 0.9948 -2.2497 -0.3303
H 0.4588 1.4393 -0.3082
H -0.6030 0.2595 -1.0661
H -2.4781 0.7170 0.2811
H -1.5567 1.7495 1.3901
H 0.2001 0.0377 1.7159
H 1.9687 -0.4512 -0.1340
H 1.7379 -1.3470 1.3816
H 2.2569 -3.1445 -0.1372
H 3.1849 -3.8750 -1.0451
O 3.1683 -3.6376 -0.1129
*
```

Values from the calculation:
- Relative energy (zero: lowest compared OMol25 entry of this formula, charge and spin): 33.1 kJ/mol
- Gap between HOMO and LUMO: 5.83 eV
- Total energy: -19675.72177 eV
- Molar mass: 123.18 u
- LUMO: 6.08 eV
- HOMO: 0.26 eV

---

# 5
This record from the OMol25 dataset describes one molecule with the formula C6H13NO5. The level of theory is the ωB97M-V functional and the def2-TZVPD basis.

```
! wB97M-V def2-TZVPD RIJCOSX def2/J DEFGRID3
* xyz 0 1
C 2.5164 1.0650 0.5881
C 2.2313 -0.0409 -0.4123
O 3.3847 -0.8788 -0.4532
C 1.0134 -0.8794 -0.0440
O -0.0044 -0.0048 0.4510
N -1.2659 -0.6621 0.4764
C -2.2057 0.1658 -0.2688
C -1.7470 0.4052 -1.6976
O -0.8015 1.4486 -1.8663
C -1.5466 -0.9960 1.8230
O -0.7941 -1.6325 2.4856
O -2.7889 -0.6419 2.2523
H 2.3584 0.7251 1.6133
H 3.5601 1.3636 0.4836
H 1.8897 1.9367 0.3982
H 2.0599 0.4060 -1.3998
H 3.1715 -1.7056 -0.9002
H 0.6220 -1.4075 -0.9196
H 1.2828 -1.6146 0.7207
H -2.3776 1.1386 0.2223
H -3.1528 -0.3739 -0.2950
H -1.3214 -0.5196 -2.1024
H -2.6341 0.6462 -2.2901
H -0.5149 1.7513 -0.9988
H -2.9353 0.3055 2.1337
*
```

Values from the calculation:
- Relative energy (zero: lowest compared OMol25 entry of this formula, charge and spin): 160.0 kJ/mol
- Gap between HOMO and LUMO: 10.57 eV
- Total energy: -18158.31459 eV
- Molar mass: 179.17 u
- LUMO: 0.40 eV
- HOMO: -10.17 eV

---

# 6
This record from the OMol25 dataset describes C4H3Br2ClO3 as an isolated structure at a distorted geometry. The level of theory is the ωB97M-V functional and the def2-TZVPD basis.

```
! wB97M-V def2-TZVPD RIJCOSX def2/J DEFGRID3
* xyz 0 1
C -0.2002 -1.7913 0.8522
C -0.6303 0.5576 0.3148
C 1.4226 -0.2465 0.2584
C -1.0710 0.9911 -1.0873
O -0.5826 -2.8822 1.0034
O -1.0395 -0.6858 0.7138
O 1.1422 -1.5253 0.6643
Cl -0.5999 1.7237 1.5625
Br 2.2410 -0.1341 -1.5214
Br 2.5611 0.7606 1.4957
H -1.9352 0.4363 -1.5185
H -0.1764 0.7093 -1.6650
H -1.1320 2.0867 -1.0728
*
```

Values from the calculation:
- Relative energy (zero: lowest compared OMol25 entry of this formula, charge and spin): 173.4 kJ/mol
- Gap between HOMO and LUMO: 9.48 eV
- Total energy: -162944.41053 eV
- Molar mass: 294.33 u
- LUMO: -0.23 eV
- HOMO: -9.70 eV